# C19H48N4O2P

A cluster of 3 separate species, C19H48N4O2P in total (ωB97M-V/def2-TZVPD, OMol25).

XYZ file:
```
74
C19H48N4O2P, DFT ωB97M-V/def2-TZVPD
C -1.370 3.146 -3.837
C -2.203 1.847 -3.900
C -1.444 0.552 -3.567
C -1.733 -0.058 -2.185
N -0.607 0.103 -1.272
C -0.406 1.456 -0.843
C -1.460 1.980 0.148
C -1.091 3.371 0.675
P -2.579 4.476 0.575
N -3.155 4.509 -0.869
N -0.035 4.021 -0.179
C 1.236 3.204 -0.356
C 0.967 1.713 -0.200
C 2.139 0.913 -0.763
C 3.192 0.548 0.297
C 4.068 -0.621 -0.144
C 5.103 -0.241 -1.207
N 5.271 -1.304 -2.200
H -0.312 2.910 -3.705
H -1.478 3.749 -4.731
H -1.680 3.745 -2.978
H -2.632 1.767 -4.896
H -3.048 1.957 -3.220
H -0.370 0.714 -3.655
H -1.697 -0.195 -4.316
H -2.657 0.390 -1.796
H -1.941 -1.120 -2.281
H -0.671 -0.536 -0.486
H -0.469 2.074 -1.746
H -2.461 1.959 -0.273
H -1.428 1.302 1.002
H -0.729 3.355 1.701
H -2.049 5.720 0.967
H -3.392 4.012 1.616
H -4.105 4.171 -0.928
H 0.219 4.909 0.251
H -0.431 4.256 -1.094
H 1.563 3.386 -1.378
H 1.997 3.585 0.318
H 0.875 1.499 0.870
H 2.633 1.493 -1.544
H 1.761 -0.002 -1.209
H 3.821 1.417 0.506
H 2.679 0.277 1.221
H 4.585 -1.012 0.730
H 3.429 -1.401 -0.557
H 6.045 -0.020 -0.698
H 4.807 0.671 -1.723
H 5.871 -2.029 -1.837
H 5.683 -0.955 -3.051
C -3.294 -1.725 2.828
C -2.902 -1.805 1.360
C -3.966 -2.506 0.531
O -1.632 -2.432 1.204
H -3.407 -2.729 3.242
H -2.520 -1.217 3.405
H -4.237 -1.192 2.959
H -2.752 -0.792 0.970
H -4.100 -3.532 0.884
H -3.668 -2.552 -0.517
H -4.926 -1.994 0.598
H -1.684 -3.328 1.553
C 2.090 -3.724 2.539
C 1.247 -4.353 3.639
C 1.793 -5.703 4.072
O -0.114 -4.471 3.218
H 2.096 -4.365 1.653
H 1.677 -2.757 2.249
H 3.122 -3.584 2.864
H 1.214 -3.682 4.498
H 1.791 -6.401 3.230
H 1.177 -6.130 4.863
H 2.817 -5.616 4.438
H -0.128 -5.073 2.466
```

## Properties
Gap between HOMO and LUMO: 8.316 eV
Highest occupied orbital energy: -11.18 eV
Total charge: +1
LUMO: -2.86 eV